[1]
DFT (the ωB97M-V functional and the def2-TZVPD basis) results for C58H93AgBr3FN2O27 as an isolated structure.

Positions of all 185 atoms, in Å:
Ag 13.79677 -1.92254 26.82947
C 12.44451 -0.58180 29.64271
O 13.55618 -0.99671 28.93215
H 12.04453 -1.21955 30.44547
H 12.65305 0.36178 30.16947
H 11.53620 -0.32884 29.07343
C 11.18950 -0.48507 25.68727
C 11.92079 -0.22878 24.35514
C 12.28846 1.26622 24.44557
C 13.19436 1.79440 23.37409
C 14.53906 1.02717 23.51870
C 14.31667 -0.52068 23.36700
N 13.22135 -0.91170 24.33332
O 13.17670 -2.28353 24.59256
C 15.72725 -1.15329 23.71932
C 13.95384 -0.86078 21.89651
C 10.97560 -0.53542 23.17135
H 10.59697 -1.39881 25.58938
H 10.43510 0.28650 25.86891
H 11.72139 -0.55237 26.63644
H 12.80009 1.38183 25.40267
H 11.35176 1.83009 24.49862
H 13.61697 2.73463 23.73963
H 12.92597 1.94411 22.33023
H 15.08833 1.27813 24.42436
H 15.10537 1.18568 22.59513
H 15.88832 -2.22451 23.61761
H 15.90972 -0.71276 24.70026
H 16.44313 -0.71276 23.01862
H 13.66651 -1.91422 21.87658
H 14.83299 -0.81511 21.24469
H 13.20550 -0.21430 21.43991
H 10.66598 -1.58118 23.23741
H 11.26954 -0.15977 22.19375
H 9.99422 -0.08236 23.36047
C 18.91954 -0.81949 25.89678
C 18.50037 -1.27802 27.30320
C 19.62228 -1.29384 28.28497
C 20.05735 0.11017 28.71736
C 18.82986 0.97523 29.16358
C 17.54617 1.02547 28.24966
N 17.44041 -0.38398 27.78153
O 16.24317 -0.69160 27.21813
C 17.71900 1.99696 27.11499
C 16.40056 1.50136 29.16427
C 18.07805 -2.78276 27.21569
H 19.88784 -0.33379 25.74593
H 18.16401 -0.20279 25.40953
H 19.04160 -1.59505 25.13212
H 20.55927 -1.69519 27.89256
H 19.39631 -1.83848 29.20402
H 20.33979 0.64900 27.80900
H 20.84129 0.07958 29.47092
H 19.15704 2.01834 29.14521
H 18.66104 0.73690 30.21470
H 17.73606 3.03109 27.45528
H 16.88087 1.87810 26.42212
H 18.54723 1.81670 26.42724
H 15.46927 1.27699 28.64143
H 16.45462 2.55947 29.42174
H 16.36141 1.02319 30.14296
H 18.90567 -3.49079 27.17293
H 17.41226 -2.91192 26.36349
H 17.55218 -3.09730 28.11911
C 11.56218 4.03104 16.59686
C 10.88702 4.33598 17.93182
C 10.21928 3.10633 18.58366
O 10.90266 2.99475 19.83005
C 11.73484 4.07891 19.97397
O 12.40921 4.38829 20.92054
O 11.92851 4.70982 18.79538
H 12.30538 3.23377 16.64340
H 12.13041 4.80686 16.08080
H 10.75528 3.80681 15.89440
H 10.14666 5.11859 17.76100
H 10.32973 2.14835 18.07690
H 9.16355 3.36008 18.68426
C 8.39794 -5.17643 25.52751
C 9.30037 -4.46886 24.53766
C 10.52350 -5.25288 24.02271
O 10.44783 -5.05771 22.62766
C 9.30570 -4.49742 22.25691
O 8.90533 -4.42560 21.12389
O 8.53691 -4.30151 23.32043
H 7.45618 -4.63387 25.57964
H 8.92339 -5.20745 26.48306
H 8.26866 -6.22195 25.24518
H 9.61287 -3.50944 24.95094
H 10.67156 -6.29685 24.30107
H 11.33380 -4.74684 24.55225
C 11.72803 6.11490 24.71120
C 10.59204 5.67096 25.70508
C 10.80881 4.41595 26.57239
O 10.19077 4.79150 27.77886
C 10.26278 6.11659 27.90472
O 9.91374 6.78346 28.85553
O 10.60210 6.65816 26.72496
H 11.27720 6.80343 23.99740
H 12.27439 5.33227 24.19028
H 12.45727 6.69372 25.27777
H 9.61689 5.75164 25.22174
H 11.84348 4.21341 26.85677
H 10.29158 3.51302 26.25204
C 13.86320 1.19031 18.85551
C 15.15760 1.96935 18.65852
C 15.56725 2.31713 17.19239
O 15.33287 3.75001 17.12972
C 15.13079 4.24717 18.34099
O 15.23830 5.39474 18.68221
O 14.85902 3.25935 19.22823
H 13.90899 0.10049 18.77380
H 13.19340 1.44206 18.03155
H 13.50872 1.27201 19.88228
H 15.96128 1.52275 19.24351
H 14.96129 1.75657 16.48458
H 16.63158 2.10704 17.10881
C 5.40442 1.83856 23.40601
C 6.68617 2.59876 23.72080
C 7.64891 2.65098 22.53365
O 7.96627 4.00579 22.36862
C 7.23314 4.72584 23.25974
O 7.29946 5.88657 23.52801
O 6.42459 3.95426 24.02101
H 5.53229 0.75630 23.47354
H 5.00233 2.09114 22.42171
H 4.49920 1.95045 24.00706
H 7.04839 2.17180 24.65808
H 7.28451 2.01148 21.72701
H 8.55547 2.09160 22.78196
C 11.22336 -1.39946 19.18955
C 11.68601 -2.79919 18.76511
C 10.64626 -3.88835 18.61164
O 10.77841 -4.21723 17.21346
C 11.70652 -3.44518 16.59316
O 12.08338 -3.63080 15.48191
O 12.33691 -2.63745 17.48940
H 10.59678 -0.93353 18.42720
H 12.15385 -0.83388 19.22145
H 10.68531 -1.44481 20.13551
H 12.44108 -3.07211 19.50306
H 9.62940 -3.60573 18.87729
H 10.90689 -4.71176 19.27498
C 20.66540 0.02554 21.48103
C 19.66301 1.19590 21.76319
C 18.96503 1.23241 23.07332
O 19.29718 2.59328 23.50052
C 20.07924 3.19616 22.65571
O 20.56626 4.30073 22.87993
O 20.46435 2.35607 21.70431
H 21.30067 0.09144 20.59803
H 20.16666 -0.92878 21.65587
H 21.50156 -0.02633 22.18654
H 18.95358 1.30720 20.94020
H 19.31290 0.51949 23.81692
H 17.91748 1.10387 22.80532
C 9.62351 -6.86062 29.11083
C 10.94934 -6.21762 28.63455
C 11.43695 -6.57851 27.22606
O 12.01069 -5.42065 26.78832
C 11.57658 -4.37205 27.56103
O 11.89513 -3.25645 27.34286
O 10.73652 -4.81361 28.54421
H 9.46017 -6.51737 30.13288
H 9.58645 -7.94551 29.04352
H 8.83968 -6.34873 28.55129
H 11.76754 -6.43870 29.32353
H 10.58199 -7.01809 26.70220
H 12.13196 -7.40733 27.37636
F 22.21000 -4.17644 23.82641
C 20.87982 -4.07283 23.61750
C 20.43703 -3.65784 22.37112
C 19.07836 -3.75007 22.09378
C 18.14627 -4.17609 23.02059
C 18.59141 -4.58640 24.28063
C 19.97660 -4.61255 24.51808
H 21.11246 -3.31192 21.60172
H 18.73341 -3.63560 21.07422
H 17.09033 -4.28273 22.81575
H 17.94190 -4.94948 25.06300
H 20.26406 -5.01765 25.47890
C 15.82504 5.75488 21.97039
Br 17.79319 5.89721 21.96619
Br 14.99034 7.50849 22.02613
Br 15.22136 4.83459 23.67433
H 15.31403 5.24724 21.15721

Output
total charge = -1
2S+1 = 2
orbital gap (spin up / spin down) = 4.81 / 4.81 eV

Atom charges from the Löwdin analysis, given in e for atoms 1 to 8:
1. Ag 0.75
2. C -0.40
3. O -0.46
4. H 0.03
5. H 0.04
6. H 0.03
7. C -0.05
8. C -0.50

[2]
DFT (the ωB97M-V functional and the def2-TZVPD basis) results for one molecule with the formula C4H7NO2.

Positions of all 14 atoms, in Å:
C -0.14902 1.05679 1.28259
C 0.23371 -0.07535 0.34588
C -0.40548 -1.36787 0.85639
O -0.99619 -1.41862 1.90714
C -0.16178 0.31788 -1.08729
O -1.07322 1.09604 -1.29191
N 0.62203 -0.18715 -2.08839
H -1.23080 1.18965 1.22792
H 0.12379 0.81491 2.31046
H 0.32726 1.98841 0.97436
H 1.32275 -0.24128 0.34184
H -0.25753 -2.26925 0.21787
H 1.30745 -0.91515 -1.96085
H 0.33701 0.01100 -3.03602

Output
energy relative to the best compared isomer or geometry (same formula, charge and spin) = 0.572 eV
orbital gap = 10.69 eV
SMILES = C[C@@H](C=O)C(N)=O

Atom charges from the natural (NBO) analysis, given in e for atoms 1 to 8:
1. C -0.60
2. C -0.43
3. C 0.45
4. O -0.50
5. C 0.68
6. O -0.59
7. N -0.83
8. H 0.24

[3]
DFT (the ωB97M-V functional and the def2-TZVPD basis) results for one molecule with the formula C3HF3OS.

Positions of all 9 atoms, in Å:
C -0.65885 0.72972 -0.20661
C 0.42590 1.19814 -1.10275
C 1.43920 -0.06199 -1.44380
O 0.63214 2.30295 -1.46690
F 0.85262 -1.27041 -1.73939
F 2.03472 -0.17540 -0.24373
F 2.41551 0.12521 -2.42321
S -1.09128 1.79575 0.93092
H -1.12574 -0.25230 -0.24703

Output
orbital gap = 7.85 eV
SMILES = O=C(C=S)C(F)(F)F

Atom charges from the natural (NBO) analysis, given in e for atoms 1 to 8:
1. C -0.43
2. C 0.46
3. C 0.88
4. O -0.42
5. F -0.32
6. F -0.32
7. F -0.32
8. S 0.23

[4]
DFT (the ωB97M-V functional and the def2-TZVPD basis) results for C22H36CdGeN2SeSi as an isolated structure.

Positions of all 64 atoms, in Å:
Cd 0.35841 -1.87877 1.11459
C 3.21378 2.70126 2.27722
C 3.31219 1.45938 1.39051
C 2.77170 1.67193 -0.00085
C 3.57232 2.26918 -0.96833
C 3.13169 2.41753 -2.27302
C 1.88310 1.93196 -2.62927
C 1.05593 1.32066 -1.69487
C -0.28807 0.77451 -2.08543
C -1.37157 1.84692 -2.08979
C 1.48822 1.23908 -0.36388
N 0.66453 0.61017 0.58795
C 0.08352 1.29920 1.50019
C -0.61202 0.68740 2.58998
C -1.40812 1.26576 3.58313
C -1.88326 0.20315 4.36055
C -1.34074 -0.95814 3.80296
N -0.56726 -0.66954 2.74822
H 3.69283 2.53202 3.24410
H 2.17214 2.96309 2.46391
H 3.69281 3.56003 1.80095
H 2.78854 0.62649 1.86305
H 4.35917 1.15435 1.30565
H 4.57023 2.59570 -0.69161
H 3.77406 2.87245 -3.01795
H 1.54422 2.00148 -3.65772
H -0.60192 -0.00645 -1.39297
H -0.21326 0.31825 -3.07703
H -1.47998 2.27493 -1.09186
H -2.32796 1.40664 -2.36991
H -1.13572 2.66144 -2.78121
H 0.13260 2.39412 1.47844
H -1.62375 2.31826 3.69574
H -2.54526 0.25544 5.21163
H -1.46681 -1.98015 4.12841
C -5.51149 0.69926 -1.73445
Si -4.62701 0.33519 -0.08436
C -3.98748 2.02763 0.49673
C -6.04603 -0.07791 1.11594
Se -3.12508 -1.26182 -0.16742
H -6.35348 1.38379 -1.58651
H -5.88559 -0.22259 -2.18391
H -4.82243 1.15854 -2.44585
H -4.80953 2.65997 0.85124
H -3.47969 2.55686 -0.31228
H -3.27694 1.88523 1.31179
H -6.86378 0.64839 1.05222
H -5.66129 -0.08148 2.13831
H -6.44058 -1.07392 0.90679
C 1.17248 -4.45131 -2.02861
Ge 2.52158 -3.67723 -0.79013
C 3.31488 -2.15795 -1.85340
C 4.03279 -5.00211 -0.80490
C 1.80902 -3.40803 0.91181
H 1.63518 -4.87634 -2.92371
H 0.45959 -3.68516 -2.33954
H 0.62025 -5.23451 -1.50708
H 3.76289 -2.50739 -2.79112
H 4.08916 -1.64780 -1.27369
H 2.54528 -1.41982 -2.09366
H 4.30843 -5.28997 -1.82367
H 3.73402 -5.89387 -0.25070
H 4.91452 -4.57784 -0.31765
H 2.57403 -2.94753 1.56632

Output
total charge = -2
orbital gap = 5.00 eV

Atom charges from the natural (NBO) analysis, given in e for atoms 1 to 8:
1. Cd 1.40
2. C -0.59
3. C -0.43
4. C -0.06
5. C -0.22
6. C -0.24
7. C -0.21
8. C -0.03

no.,strongest force on any atom (eV/Å)
1,5.2
2,0.8
3,3.1
4,0.6